No. 1
An isolated molecule of C4H10BN, computed with ωB97M-V/def2-TZVPD.

Geometry as XYZ:
```
16
C4H10BN, DFT ωB97M-V/def2-TZVPD
C 1.994 -0.769 0.522
C 1.629 0.618 -0.097
C 0.353 1.383 0.396
B -0.992 0.764 0.020
N -1.971 0.027 -0.210
C -3.230 -0.488 -0.551
H 1.695 -0.910 1.585
H 3.114 -0.752 0.459
H 1.744 -1.533 -0.115
H 2.492 1.429 0.110
H 1.559 0.352 -1.193
H 0.523 2.294 -0.038
H 0.395 1.380 1.423
H -3.562 -1.083 0.429
H -4.109 0.094 -0.839
H -3.051 -1.404 -1.278
```

## Properties
Multiplicity   1
HOMO energy   -9.291 eV
ΔE to the lowest compared entry with this formula, charge and spin   1.579 eV
Net charge   0
SMILES   CCC/B=N/C
Frontier orbital gap   9.98 eV

=====

No. 2
A structure of composition C26H24N10O3Re, computed with ωB97M-V/def2-TZVPD.

Geometry as XYZ:
```
64
C26H24N10O3Re, DFT ωB97M-V/def2-TZVPD
Re 0.084 0.433 -0.551
C 3.416 2.868 0.840
C 2.205 2.522 0.250
N 1.603 1.365 0.581
C 2.194 0.558 1.510
C 3.436 0.906 2.016
N 4.033 2.046 1.679
C 1.356 -0.573 1.933
C 1.504 -1.327 3.057
C 0.460 -2.206 3.459
C -0.755 -2.155 2.725
C -0.845 -1.365 1.617
N 0.241 -0.681 1.152
C -2.067 -0.961 0.911
C -3.332 -1.494 1.089
N -4.402 -0.971 0.498
C -4.244 0.086 -0.286
C -2.983 0.617 -0.538
N -1.906 0.098 0.068
C 0.593 -3.046 4.623
C -0.045 -4.295 4.655
C 0.132 -5.090 5.778
N 0.855 -4.689 6.824
C 1.451 -3.496 6.808
C 1.360 -2.638 5.723
H 3.893 3.817 0.620
H 1.720 3.162 -0.474
H 3.965 0.257 2.705
H 2.400 -1.246 3.658
H -1.625 -2.685 3.089
H -3.492 -2.363 1.718
H -5.129 0.521 -0.737
H -2.846 1.437 -1.228
H -0.625 -4.662 3.818
H -0.320 -6.071 5.842
H 2.019 -3.220 7.687
H 1.835 -1.666 5.763
C -1.624 -2.880 -3.705
O -0.200 -2.549 -3.475
C 0.145 -1.659 -2.642
O -0.656 -0.980 -1.922
N 1.469 -1.438 -2.576
N 1.945 -0.563 -1.586
H -1.606 -3.623 -4.493
H -2.154 -1.988 -4.024
H -2.044 -3.295 -2.793
H 2.115 -2.027 -3.095
H 2.592 0.099 -2.021
H 2.479 -1.095 -0.893
N -1.448 5.969 -5.029
C -0.523 4.999 -5.069
O 0.317 4.847 -5.922
C -0.498 3.972 -3.932
C 0.264 2.830 -4.195
C 0.390 1.864 -3.234
N -0.183 1.981 -2.001
C -0.909 3.099 -1.742
C -1.093 4.092 -2.675
H -1.461 6.629 -5.796
H -2.151 6.076 -4.320
H 0.754 2.732 -5.156
H 0.950 0.962 -3.445
H -1.327 3.200 -0.746
H -1.681 4.956 -2.395
```

## Properties
Multiplicity   4
HOMO energy (spin up / spin down)   -18.686 / -18.644 eV
Net charge   +4
Frontier orbital gap (spin up / spin down)   5.52 / 3.77 eV

=====

No. 3
A structure of composition C19H14N4O5PtS, computed with ωB97M-V/def2-TZVPD.

Geometry as XYZ:
```
44
C19H14N4O5PtS, DFT ωB97M-V/def2-TZVPD
Pt 0.750 -1.093 0.082
O 0.130 -2.749 -1.043
N 0.998 -3.776 -0.966
C 0.519 -4.978 -1.358
C 1.319 -6.084 -1.335
C 2.639 -5.954 -0.895
C 3.100 -4.726 -0.492
C 2.260 -3.606 -0.523
S 2.796 -2.023 -0.087
H -0.514 -4.965 -1.668
H 0.913 -7.036 -1.643
H 3.291 -6.816 -0.858
H 4.109 -4.589 -0.133
O 1.017 -0.136 4.288
C 0.934 -0.067 3.077
O 0.881 -1.057 2.257
C 0.771 1.334 2.474
C 0.183 2.330 3.250
C -0.109 3.594 2.730
C 0.145 3.866 1.406
C 0.726 2.848 0.638
C 1.119 1.623 1.173
N 0.828 3.032 -0.748
O 0.897 1.915 -1.479
O 0.733 4.077 -1.306
H -0.038 2.089 4.282
H -0.564 4.347 3.358
H -0.123 4.807 0.946
H 1.790 0.982 0.611
N -3.052 0.734 0.502
C -2.135 -0.211 0.782
N -1.113 -0.145 -0.045
C -1.364 0.918 -0.886
C -0.535 1.451 -1.977
C -1.185 2.570 -2.689
C -2.410 3.065 -2.341
C -3.156 2.550 -1.264
C -2.591 1.469 -0.568
H -3.931 0.852 0.981
H -2.243 -0.947 1.562
H -0.199 0.663 -2.654
H -0.642 2.996 -3.521
H -2.825 3.881 -2.918
H -4.119 2.963 -1.001
```

## Properties
Multiplicity   2
HOMO energy (spin up / spin down)   -10.464 / -10.466 eV
ΔE to the lowest compared entry with this formula, charge and spin   2.512 eV
Net charge   +1
Frontier orbital gap (spin up / spin down)   4.74 / 4.59 eV

=====

No. 4
An isolated molecule of C5H14N2, computed with ωB97M-V/def2-TZVPD.

Geometry as XYZ:
```
21
C5H14N2, DFT ωB97M-V/def2-TZVPD
C 0.236 0.689 3.343
C 0.065 0.808 1.810
C -0.063 -0.559 1.150
N 0.320 -0.591 -0.263
C -0.092 0.375 -1.230
C -0.005 -0.056 -2.727
N -0.664 -1.342 -3.054
H 0.731 -0.266 3.572
H -0.730 0.659 3.856
H 0.842 1.496 3.773
H -0.774 1.489 1.721
H 0.888 1.373 1.370
H 0.458 -1.271 1.792
H -1.083 -0.971 1.081
H 1.326 -0.713 -0.333
H 0.530 1.300 -1.246
H -1.154 0.529 -1.042
H 1.036 -0.281 -3.010
H -0.336 0.662 -3.477
H -1.488 -1.301 -3.635
H -0.043 -2.028 -3.451
```

## Properties
Multiplicity   1
HOMO energy   -8.281 eV
ΔE to the lowest compared entry with this formula, charge and spin   1.497 eV
Net charge   0
SMILES   CCCNCCN
Frontier orbital gap   9.46 eV

=====

Number 1: largest force on an atom 0.1022 Eh/bohr, E_tot -237.97194 a.u.. Number 2: largest force on an atom 0.0269 Eh/bohr, E_tot -1855.26707 a.u.. Number 3: largest force on an atom 0.0331 Eh/bohr, E_tot -1844.72839 a.u.. Number 4: largest force on an atom 0.0534 Eh/bohr, E_tot -308.36806 a.u..